No. 1
80
Properties=species:S:1:pos:R:3:lowdin_charge:R:1 method="wB97M-V/def2-TZVPD" homo_energy_ha=-0.2587
Zn -1.08 0.61 -1.09 0.50
O -2.92 0.60 -1.38 -0.19
C -3.66 1.66 -1.49 -0.35
C -5.06 1.47 -1.59 -0.03
C -5.94 2.53 -1.64 -0.09
C -5.46 3.84 -1.60 -0.11
C -4.11 4.06 -1.56 -0.06
C -3.18 3.01 -1.54 -0.15
C -1.79 3.35 -1.61 -0.06
N -0.84 2.48 -1.52 -0.09
N 0.46 2.86 -1.68 0.07
C 1.27 1.83 -1.58 -0.45
O 0.89 0.63 -1.34 -0.18
C 2.71 2.10 -1.75 -0.14
C 3.61 1.05 -1.65 -0.03
C 4.97 1.28 -1.77 -0.09
C 5.44 2.56 -2.01 -0.09
C 4.54 3.61 -2.13 -0.08
C 3.18 3.39 -2.00 -0.03
H -5.40 0.45 -1.62 0.11
H -7.00 2.34 -1.72 0.10
H -6.15 4.67 -1.63 0.09
H -3.74 5.08 -1.55 0.11
H -1.53 4.40 -1.78 0.13
H 3.23 0.05 -1.49 0.10
H 5.67 0.46 -1.68 0.10
H 6.50 2.73 -2.12 0.10
H 4.91 4.61 -2.32 0.10
H 2.46 4.18 -2.09 0.10
C 0.17 -2.35 2.05 -0.14
N -0.13 -1.39 0.99 -0.49
P -0.49 0.24 1.35 1.02
C -1.12 0.15 3.07 -0.35
C -2.47 -0.15 3.22 -0.10
C -3.03 -0.23 4.48 -0.08
C -2.25 0.00 5.60 -0.08
C -0.91 0.32 5.45 -0.07
C -0.34 0.39 4.20 -0.08
C 1.10 1.07 1.61 -0.38
C 2.35 0.48 1.48 -0.09
C 3.49 1.25 1.60 -0.08
C 3.40 2.61 1.83 -0.08
C 2.15 3.21 1.92 -0.07
C 1.01 2.45 1.82 -0.11
P -0.51 -1.81 -0.63 1.03
C 1.05 -2.29 -1.45 -0.37
C 2.06 -3.03 -0.86 -0.08
C 3.21 -3.33 -1.57 -0.08
C 3.36 -2.87 -2.87 -0.08
C 2.34 -2.16 -3.47 -0.07
C 1.19 -1.88 -2.77 -0.12
C -1.37 -3.41 -0.50 -0.33
C -2.35 -3.60 0.48 -0.10
C -3.11 -4.75 0.49 -0.08
C -2.95 -5.71 -0.50 -0.08
C -2.00 -5.52 -1.49 -0.08
C -1.21 -4.38 -1.49 -0.08
H -0.60 -2.34 2.83 0.08
H 1.13 -2.13 2.52 0.08
H 0.20 -3.36 1.63 0.07
H -3.07 -0.31 2.33 0.10
H -4.08 -0.46 4.59 0.10
H -2.69 -0.05 6.58 0.10
H -0.31 0.51 6.33 0.11
H 0.70 0.64 4.08 0.11
H 2.42 -0.58 1.27 0.10
H 4.47 0.78 1.51 0.11
H 4.29 3.21 1.91 0.11
H 2.08 4.28 2.08 0.11
H 0.03 2.90 1.88 0.11
H 1.96 -3.37 0.16 0.10
H 4.00 -3.90 -1.10 0.10
H 4.27 -3.09 -3.41 0.10
H 2.45 -1.81 -4.49 0.11
H 0.39 -1.31 -3.23 0.10
H -2.50 -2.84 1.23 0.09
H -3.86 -4.90 1.25 0.10
H -3.56 -6.59 -0.51 0.10
H -1.88 -6.25 -2.27 0.11
H -0.47 -4.23 -2.27 0.10

---

No. 2
58
Properties=species:S:1:pos:R:3:lowdin_charge:R:1 method="wB97M-V/def2-TZVPD" e_above_lowest_kcal_mol=2.3 homo_energy_ha=-0.2882
C -2.64 -5.32 0.23 -0.01
N -1.81 -4.13 0.08 0.03
C -0.68 -4.31 -0.69 -0.44
O -0.42 -5.38 -1.20 0.08
N 0.14 -3.21 -0.87 0.01
C -0.19 -2.03 -0.28 -0.22
C -1.33 -1.90 0.49 -0.07
C -2.24 -2.96 0.72 -0.37
O -3.27 -2.92 1.38 0.05
N -1.33 -0.57 0.92 0.05
C -0.22 -0.01 0.37 -0.32
N 0.49 -0.86 -0.36 0.21
N 0.13 1.28 0.59 0.09
H -0.62 1.89 0.89 0.11
C 1.21 1.87 -0.17 -0.19
H 1.10 1.64 -1.23 0.12
H 1.16 2.95 -0.04 0.12
C 2.56 1.34 0.32 -0.18
H 2.70 1.59 1.37 0.12
H 2.54 0.26 0.22 0.08
C 3.71 1.95 -0.49 -0.21
N 5.00 1.61 0.08 -0.18
C 6.06 2.47 -0.41 -0.18
C 7.36 2.12 0.32 -0.20
O 7.72 0.78 0.11 -0.13
C 6.69 -0.07 0.56 -0.20
C 5.37 0.22 -0.16 -0.17
H 4.60 -0.43 0.24 0.12
H 5.49 0.02 -1.24 0.13
H 7.03 -1.09 0.35 0.13
H 6.55 0.05 1.64 0.13
H 8.19 2.72 -0.07 0.12
H 7.23 2.32 1.39 0.13
H 5.80 3.51 -0.20 0.12
H 6.21 2.35 -1.50 0.13
H 3.62 3.04 -0.46 0.12
H 3.63 1.63 -1.54 0.13
C -2.33 0.05 1.75 -0.07
C -3.02 1.17 1.01 -0.22
C -3.63 0.92 -0.21 -0.01
C -4.24 1.93 -0.92 -0.09
C -4.26 3.22 -0.39 -0.67
C -3.66 3.49 0.83 -0.10
C -3.04 2.46 1.53 -0.05
H -2.59 2.67 2.48 0.12
H -3.68 4.49 1.23 0.11
Cl -5.02 4.49 -1.27 0.68
H -4.71 1.74 -1.87 0.11
H -3.62 -0.08 -0.61 0.12
H -1.86 0.42 2.67 0.14
H -3.05 -0.74 2.00 0.13
C 1.35 -3.32 -1.65 0.00
H 1.31 -4.26 -2.20 0.09
H 2.23 -3.32 -1.00 0.10
H 1.41 -2.48 -2.33 0.09
H -3.49 -5.04 0.85 0.09
H -2.98 -5.65 -0.75 0.10
H -2.07 -6.12 0.69 0.10

---

No. 3
11
Properties=species:S:1:pos:R:3:lowdin_charge:R:1 method="wB97M-V/def2-TZVPD" e_above_lowest_kcal_mol=23.8 homo_energy_ha=-0.3213
N 2.18 0.41 0.01 0.13
C 0.86 0.09 -0.03 -0.50
N 0.40 -1.03 0.46 0.06
N -0.97 -0.86 0.35 0.01
C -1.17 0.39 -0.21 -0.48
O -2.44 0.78 -0.11 0.11
N -0.08 1.02 -0.49 0.20
H 2.79 -0.35 0.24 0.09
H 2.49 1.06 -0.70 0.09
H -1.43 -1.62 -0.13 0.15
H -2.64 0.12 0.60 0.13

---

No. 4
118
Properties=species:S:1:pos:R:3:lowdin_spin:R:1 method="wB97M-V/def2-TZVPD" multiplicity=7 total_charge=+1 homo_energy_ha="-0.3411 / -0.3373"
Eu 13.29 13.10 10.30 4.36
C 18.79 12.29 10.99 0.00
C 17.57 11.92 10.14 0.03
Ge 16.40 13.38 9.49 0.07
C 17.00 13.59 7.58 0.01
C 18.31 12.90 7.10 0.00
C 17.00 15.01 10.40 0.00
C 16.36 16.23 10.58 0.05
Ge 14.35 16.17 10.30 0.31
C 14.22 16.93 8.48 0.06
C 13.83 18.38 8.23 0.01
C 13.40 17.46 11.51 0.07
C 14.14 18.31 12.57 0.01
C 17.06 17.43 11.07 0.01
C 16.59 18.71 10.70 0.00
C 17.29 19.85 11.02 0.00
C 18.55 19.75 11.60 0.00
C 19.03 18.49 12.00 0.00
C 18.27 17.36 11.82 0.00
H 19.26 11.37 11.40 0.00
H 18.59 12.89 11.87 0.00
H 19.60 12.77 10.43 0.00
H 16.86 11.25 10.69 0.00
H 17.84 11.37 9.22 0.00
H 17.00 14.67 7.41 0.00
H 16.11 13.22 7.00 0.00
H 19.17 13.14 7.72 0.00
H 18.56 13.30 6.10 0.00
H 18.21 11.81 7.04 0.00
H 18.05 14.93 10.73 0.00
H 13.57 16.24 7.92 0.00
H 15.24 16.74 8.06 0.00
H 13.35 18.92 9.06 0.00
H 13.09 18.42 7.42 0.00
H 14.69 18.99 7.92 0.00
H 12.64 16.84 12.00 0.00
H 12.81 18.10 10.82 0.00
H 15.09 17.91 12.90 0.00
H 13.48 18.43 13.46 0.00
H 14.30 19.31 12.18 0.00
H 15.64 18.77 10.13 0.00
H 16.82 20.82 10.79 0.00
H 19.17 20.63 11.85 0.00
H 20.02 18.40 12.46 0.00
H 18.60 16.40 12.21 0.00
C 12.79 12.79 15.51 0.00
Si 13.67 13.30 13.89 0.02
C 14.71 11.77 13.29 0.00
C 15.05 14.57 14.33 0.01
N 12.67 13.75 12.54 0.18
C 11.49 14.44 12.64 0.14
C 10.88 14.70 13.91 0.03
C 9.77 15.53 13.98 0.09
C 9.18 16.06 12.83 0.09
C 9.65 15.74 11.57 0.03
C 10.79 14.89 11.40 0.13
N 11.28 14.53 10.19 0.20
Si 10.63 15.09 8.67 0.03
C 10.68 16.99 8.28 0.00
C 11.80 14.26 7.34 0.00
C 8.89 14.41 8.30 0.00
H 13.43 12.03 15.95 0.00
H 11.77 12.38 15.35 0.00
H 12.71 13.61 16.24 0.00
H 15.70 11.84 13.79 0.00
H 14.91 11.80 12.21 0.00
H 14.22 10.83 13.50 0.00
H 15.67 14.13 15.15 0.00
H 14.70 15.56 14.68 0.00
H 15.75 14.68 13.49 0.00
H 11.33 14.32 14.81 0.00
H 9.35 15.76 14.97 0.00
H 8.31 16.72 12.93 0.00
H 9.19 16.18 10.68 0.00
H 11.22 17.15 7.33 0.00
H 11.15 17.59 9.08 0.00
H 9.65 17.40 8.13 0.00
H 12.78 13.99 7.77 0.00
H 12.03 14.99 6.54 0.00
H 11.32 13.35 6.97 0.00
H 8.40 15.10 7.60 0.00
H 8.26 14.23 9.19 0.00
H 9.03 13.45 7.80 0.00
N 12.02 9.53 10.85 0.00
P 11.17 10.86 10.12 0.00
C 10.69 10.15 8.55 0.00
C 11.48 10.40 7.41 0.00
C 11.31 9.69 6.24 0.00
C 10.35 8.67 6.19 0.00
C 9.51 8.45 7.28 0.00
C 9.69 9.16 8.47 0.00
C 9.69 11.01 11.13 0.00
C 8.45 11.40 10.58 0.00
C 7.42 11.88 11.38 0.00
C 7.58 11.92 12.76 0.00
C 8.78 11.47 13.35 0.00
C 9.81 11.04 12.54 0.00
C 13.31 9.26 10.40 0.00
C 13.94 8.02 10.70 0.00
C 15.10 7.69 10.00 0.00
C 15.62 8.62 9.08 0.00
C 15.01 9.88 8.98 0.00
N 13.89 10.20 9.66 0.00
H 11.47 8.74 11.17 0.00
H 12.25 11.17 7.47 0.00
H 11.88 9.96 5.33 0.00
H 10.30 8.03 5.30 0.00
H 8.69 7.73 7.21 0.00
H 9.04 8.96 9.34 0.00
H 8.29 11.29 9.50 0.00
H 6.49 12.27 10.92 0.00
H 6.82 12.32 13.42 0.00
H 8.93 11.53 14.42 0.00
H 10.74 10.69 12.96 0.00
H 13.47 7.36 11.43 0.00
H 15.56 6.69 10.14 0.00
H 16.53 8.40 8.51 0.00
H 15.35 10.62 8.28 0.00

---

No. 5
83
Properties=species:S:1:pos:R:3:lowdin_spin:R:1 method="wB97M-V/def2-TZVPD" multiplicity=5 total_charge=+3 e_above_lowest_kcal_mol=0.0 homo_energy_ha="-0.5481 / -0.6081"
Pt 0.57 0.84 0.21 0.11
C 3.82 5.52 2.32 0.00
C 2.85 4.68 2.87 0.00
C 2.48 3.53 2.19 0.00
C 3.07 3.23 0.96 0.00
C 4.04 4.08 0.41 0.00
C 4.41 5.22 1.10 0.00
P 2.65 1.72 0.13 0.01
C 2.94 1.95 -1.63 0.01
C 2.19 2.97 -2.23 0.00
C 2.24 3.12 -3.60 0.01
C 3.03 2.28 -4.38 0.00
C 3.77 1.27 -3.78 0.01
C 3.72 1.09 -2.40 0.02
C 3.64 0.40 0.89 0.09
C 5.01 0.45 1.17 0.05
C 5.61 -0.59 1.86 0.04
C 4.84 -1.66 2.31 0.11
C 3.46 -1.71 2.07 0.00
C 2.65 -2.76 2.54 0.22
C 1.27 -2.78 2.27 0.09
C 0.67 -1.77 1.55 0.07
C 1.44 -0.68 1.09 0.19
C 2.86 -0.66 1.34 0.02
H 4.12 6.41 2.86 0.00
H 2.40 4.92 3.82 0.00
H 1.73 2.87 2.61 0.00
H 4.48 3.85 -0.56 0.00
H 5.16 5.88 0.68 0.00
H 1.62 3.66 -1.62 0.00
H 1.66 3.91 -4.08 0.00
H 3.07 2.42 -5.45 0.00
H 4.40 0.62 -4.38 0.00
H 4.35 0.35 -1.92 0.00
H 5.60 1.31 0.86 0.00
H 6.67 -0.55 2.08 0.00
H 5.31 -2.46 2.88 0.00
H 3.11 -3.56 3.11 0.01
H 0.66 -3.59 2.65 0.00
H -0.39 -1.82 1.35 0.00
F -1.09 3.05 -0.43 0.00
C -2.24 3.77 -0.37 0.03
C -2.15 5.08 -0.76 0.03
F -0.96 5.51 -1.15 0.00
C -3.27 5.93 -0.76 0.08
C -4.45 5.36 -0.30 0.06
C -4.53 4.03 0.10 0.09
F -5.69 3.59 0.52 0.03
C -3.43 3.18 0.05 0.07
C -3.53 1.77 0.40 0.31
C -2.39 0.94 0.28 0.06
N -1.43 0.31 0.17 0.15
C -4.71 1.14 0.85 0.03
N -5.64 0.54 1.19 0.21
F -5.54 6.08 -0.21 0.01
C -3.21 7.31 -1.26 0.35
C -1.98 7.93 -1.60 0.03
N -0.98 8.44 -1.88 0.20
C -4.36 8.09 -1.47 0.03
N -5.29 8.74 -1.70 0.23
Te 1.57 -1.94 -2.21 0.59
C 2.22 -2.29 -4.14 0.08
C 1.26 -2.26 -5.15 0.05
C 1.64 -2.57 -6.45 0.00
C 2.97 -2.85 -6.74 0.08
C 3.93 -2.85 -5.73 0.00
C 3.56 -2.59 -4.42 0.04
C 2.95 -3.24 -1.29 0.05
C 2.49 -4.52 -0.99 0.02
C 3.38 -5.44 -0.45 0.01
C 4.70 -5.08 -0.20 0.00
C 5.14 -3.79 -0.48 0.00
C 4.26 -2.86 -1.03 0.01
H 0.22 -2.04 -4.93 0.00
H 0.89 -2.60 -7.23 0.00
H 3.26 -3.06 -7.76 0.00
H 4.96 -3.08 -5.95 0.00
H 4.30 -2.63 -3.64 0.00
H 1.47 -4.81 -1.20 0.01
H 3.04 -6.45 -0.24 0.00
H 5.39 -5.80 0.22 0.00
H 6.17 -3.51 -0.29 0.00
H 4.61 -1.85 -1.23 0.00

---

No. 6
9
Properties=species:S:1:pos:R:3:lowdin_charge:R:1 method="wB97M-V/def2-TZVPD" e_above_lowest_kcal_mol=41.0 homo_energy_ha=-0.3553
C 1.66 0.16 0.21 -1.15
C 1.04 -0.69 -0.81 -1.05
O -0.68 -0.31 -1.03 -0.28
F 1.50 -0.64 -2.05 -0.01
I 3.87 0.12 0.02 0.74
I 0.98 2.21 -0.07 0.85
I 0.55 -2.61 -0.05 0.97
H 1.61 -0.15 1.25 -0.01
H -0.73 0.60 -1.25 -0.08

---

No. 7
96
Properties=species:S:1:pos:R:3:lowdin_charge:R:1 method="wB97M-V/def2-TZVPD" total_charge=-2 e_above_lowest_kcal_mol=22.7 homo_energy_ha=0.0154
Pt 0.93 -1.06 -1.22 0.56
C 1.33 -4.31 1.24 -0.09
C 0.03 -3.66 0.76 -0.41
C -1.00 -3.60 1.89 -0.07
C -0.54 -4.36 -0.45 -0.14
C -0.80 -5.72 -0.40 -0.07
C -1.32 -6.39 -1.49 -0.12
C -1.50 -5.71 -2.68 -0.09
C -1.25 -4.35 -2.78 -0.15
C -1.29 -3.72 -4.15 -0.39
C -0.30 -4.41 -5.09 -0.07
C -2.69 -3.76 -4.78 -0.08
C -0.84 -3.62 -1.62 -0.18
N -0.75 -2.26 -1.61 -0.15
C -1.66 -1.51 -2.27 -0.25
C -1.50 -0.16 -2.46 -0.26
N -0.43 0.51 -1.99 -0.09
C -0.34 1.86 -2.18 -0.17
C 0.96 2.43 -2.34 -0.15
C 1.11 3.75 -2.73 -0.08
C 0.02 4.56 -2.97 -0.14
C -1.23 4.06 -2.68 -0.11
C -1.45 2.76 -2.24 -0.13
C -2.89 2.57 -1.75 -0.39
C -3.08 1.56 -0.61 -0.08
C -3.91 2.36 -2.88 -0.08
C 2.21 1.64 -2.02 -0.43
C 2.69 2.00 -0.62 -0.09
C 3.34 1.82 -3.03 -0.08
H 1.71 -3.77 2.10 0.07
H 2.07 -4.25 0.45 0.02
H 1.19 -5.35 1.52 0.06
H 0.28 -2.63 0.46 0.04
H -1.28 -4.60 2.22 0.06
H -1.90 -3.08 1.55 0.08
H -0.59 -3.06 2.74 0.06
H -0.60 -6.27 0.51 0.10
H -1.55 -7.45 -1.43 0.08
H -1.84 -6.25 -3.55 0.09
H -0.98 -2.67 -4.07 0.12
H -0.59 -5.44 -5.27 0.06
H 0.69 -4.40 -4.64 0.09
H -0.25 -3.88 -6.04 0.07
H -3.03 -4.78 -4.89 0.06
H -2.68 -3.28 -5.76 0.07
H -3.42 -3.23 -4.15 0.06
H -2.58 -1.99 -2.61 0.10
H -2.23 0.35 -3.08 0.08
H 2.11 4.15 -2.85 0.10
H 0.14 5.58 -3.31 0.07
H -2.09 4.72 -2.78 0.10
H -3.15 3.54 -1.31 0.12
H -2.92 0.54 -0.94 0.05
H -4.10 1.65 -0.22 0.07
H -2.38 1.78 0.19 0.07
H -3.85 1.36 -3.31 0.06
H -3.75 3.08 -3.67 0.07
H -4.92 2.49 -2.49 0.06
H 1.94 0.56 -2.01 -0.02
H 3.01 3.04 -0.57 0.07
H 3.52 1.36 -0.35 0.05
H 1.89 1.85 0.10 0.06
H 3.86 2.78 -2.90 0.06
H 2.96 1.78 -4.05 0.08
H 4.07 1.03 -2.89 0.06
C -0.04 6.05 3.90 -0.06
C 0.62 4.80 4.41 -0.28
C 1.38 3.99 3.56 -0.02
C 2.01 2.86 4.01 -0.01
C 1.88 2.46 5.35 -0.26
N 2.52 1.35 5.90 0.12
C 3.26 0.34 5.33 -0.52
O 4.19 -0.16 5.97 0.03
N 2.93 -0.09 4.07 0.14
C 1.71 -0.06 3.41 -0.24
C 0.48 0.13 4.06 -0.03
C -0.67 0.13 3.28 -0.06
C -0.57 -0.05 1.92 -0.13
N 0.59 -0.26 1.29 0.04
C 1.69 -0.28 2.03 -0.12
C 1.10 3.27 6.20 -0.04
C 0.49 4.41 5.74 -0.07
H 0.53 6.46 3.06 0.07
H -0.10 6.80 4.68 0.07
H -1.05 5.84 3.54 0.08
H 1.49 4.28 2.52 0.12
H 2.62 2.28 3.34 0.11
H 2.71 1.43 6.89 0.15
H 3.65 -0.65 3.63 0.16
H 0.42 0.24 5.13 0.11
H -1.64 0.27 3.75 0.10
H -1.45 -0.05 1.28 0.10
H 2.60 -0.49 1.49 0.03
H 1.00 2.99 7.25 0.10
H -0.09 5.02 6.42 0.10
Se 3.11 -1.87 -0.97 -0.27

---

| no. | largest force on an atom (eV Å⁻¹) |
| --- | --- |
| 1 | 1.1 |
| 2 | 1.4 |
| 3 | 1.5 |
| 4 | 3.2 |
| 5 | 1.0 |
| 6 | 5.6 |
| 7 | 2.3 |